1.
Density functional theory data (the ωB97M-V functional and the def2-TZVPD basis) for a molecular structure, C11H12IrN3O5S4.

Geometry as XYZ:
```
36
Properties=species:S:1:pos:R:3
Ir 1.61859 1.97050 1.33894
O 1.32898 3.05333 3.18731
S 2.18008 4.04133 2.41793
O 2.56870 5.21002 3.12696
O 3.34862 3.17491 1.96353
O 1.39909 4.24722 1.16044
S -4.23050 0.65781 1.49905
C -2.71359 0.03352 1.35831
S -1.24601 1.03087 1.35762
C -0.32868 -0.46493 1.09439
N -1.06444 -1.51903 1.02716
N -2.36341 -1.26387 1.18013
C -3.25671 -2.35330 1.04468
C -2.94998 -3.31337 0.08655
C -3.78743 -4.39821 -0.08379
C -4.91785 -4.53415 0.70717
C -5.21892 -3.57547 1.66066
C -4.39346 -2.47724 1.83245
S 1.36397 -0.42289 0.89985
H -2.05904 -3.19112 -0.50642
H -3.56396 -5.13726 -0.83770
H -5.55855 -5.39354 0.59132
H -6.09807 -3.68081 2.27765
H -4.61988 -1.73358 2.57881
C 5.09111 1.66980 -2.74533
N 3.68565 1.73291 -2.43850
C 2.72786 1.35405 -3.45671
C 3.23182 2.08605 -1.24770
O 2.02893 2.04849 -0.95992
H 5.33822 2.32002 -3.58814
H 5.37592 0.64302 -2.99713
H 5.65862 1.99108 -1.87399
H 3.25292 0.98147 -4.33007
H 2.12259 2.21763 -3.73504
H 2.05684 0.59032 -3.06346
H 3.99199 2.40442 -0.52700
```

As for the HOMO-LUMO gap (spin up / spin down): 5.16 / 4.95 eV. As for the lowest unoccupied orbital energy (spin up / spin down): -0.1055 / -0.1119 hartree. The energy above the lowest of the compared OMol25 structures with the same formula, charge and spin is 0.0798 eV.

Results of the natural (NBO) charge analysis, in e, for atoms 1 through 6: 1.142 -0.879 2.480 -0.883 -0.842 -0.875

---

2.
Density functional theory data (the ωB97M-V functional and the def2-TZVPD basis) for a molecular structure, C11H12IrNO6.

Geometry as XYZ:
```
31
Properties=species:S:1:pos:R:3
O -2.26491 -4.88713 0.21975
C -1.83495 -3.82336 0.13626
Ir 0.14661 0.75066 -0.26964
O 0.99095 -1.80261 1.31554
C 0.58413 -0.94940 0.64953
C 1.96969 1.39122 -0.14648
O 3.06048 1.77862 -0.07682
C -0.56243 2.56749 -0.75328
O -0.97195 3.61628 -0.99081
C 0.42298 0.14263 -2.06141
O 0.61484 -0.21548 -3.14766
H -1.19528 -2.33833 -0.01592
O -1.09797 1.07696 1.49636
C -0.85719 1.12650 2.75004
C 0.52270 1.20548 3.34968
C 0.73736 2.49976 4.13464
C 0.16153 2.45117 5.54651
C -1.36188 2.39649 5.59977
C -1.95341 1.12086 5.00663
N -1.93423 1.11507 3.53593
H 0.65984 0.32128 3.99527
H 1.26049 1.13287 2.54444
H 1.81645 2.68641 4.19879
H 0.30767 3.34889 3.58401
H 0.57226 1.58114 6.07621
H 0.49354 3.34559 6.08582
H -1.68125 2.44610 6.64769
H -1.78960 3.27271 5.09575
H -1.40611 0.24357 5.38756
H -3.00278 1.02646 5.30419
H -2.80648 0.92989 3.04265
```

As for the HOMO-LUMO gap (spin up / spin down): 6.06 / 5.62 eV. As for the multiplicity: 6. As for the charge: +3. As for the lowest unoccupied orbital energy (spin up / spin down): -0.3964 / -0.6002 hartree. The energy above the lowest of the compared OMol25 structures with the same formula, charge and spin is 0.8262 eV.

Results of the natural (NBO) charge analysis, in e, for atoms 1 through 6: -0.328 0.588 0.938 -0.332 0.326 0.416

---

3.
Density functional theory data (the ωB97M-V functional and the def2-TZVPD basis) for a single C11H12N2O molecule.

Geometry as XYZ:
```
26
Properties=species:S:1:pos:R:3
C 1.20683 1.11315 1.73141
C 1.20276 1.47452 0.34279
O 2.01790 2.19325 -0.19184
C -0.09865 1.15757 -0.27740
C -1.00772 2.19908 -0.51025
C -2.33876 1.98746 -0.76358
C -2.74511 0.61322 -0.76432
C -1.88445 -0.44261 -0.73930
C -0.51802 -0.13007 -0.42715
N 0.42094 -1.14544 -0.13216
C 0.05589 -2.52185 -0.32820
C 1.73074 -0.82524 -0.21936
C 2.24714 -0.23874 -1.29853
N 2.84737 0.49614 -2.04578
H 0.48624 0.24620 1.90348
H 0.81934 1.98702 2.30432
H 2.22756 0.68137 1.98414
H -0.81828 3.22604 -0.47635
H -3.13942 2.76264 -0.92361
H -3.82976 0.38669 -0.91869
H -2.12961 -1.52184 -0.80664
H -0.35895 -2.76060 -1.43120
H 1.01346 -3.09696 -0.16675
H -0.45392 -2.92969 0.58246
H 2.47573 -1.39976 0.42473
H 2.93259 1.47830 -1.56749
```

As for the HOMO-LUMO gap: 8.49 eV. As for the lowest unoccupied orbital energy: 0.0247 hartree. The energy above the lowest of the compared OMol25 structures with the same formula, charge and spin is 4.1980 eV. As for the structure (SMILES): CC(=O)c1ccccc1N(C)C=C=N.

Results of the natural (NBO) charge analysis, in e, for atoms 1 through 6: -0.724 0.599 -0.610 -0.225 -0.157 -0.247

---

4.
Density functional theory data (the ωB97M-V functional and the def2-TZVPD basis) for a gas-phase ion, C11H12NO (charge +1).

Geometry as XYZ:
```
25
Properties=species:S:1:pos:R:3
C -2.93318 -0.94813 -0.13366
C -3.46871 0.33545 -0.12032
C -1.62110 -1.33022 -0.08780
C -2.55293 1.34410 0.05058
C -0.57706 -0.28353 -0.06934
C -1.16818 1.00449 0.07957
C 0.83551 2.35122 0.06679
C 2.82335 0.57251 0.41156
C 1.90365 1.29245 -0.62509
C 1.85139 -0.19579 -0.50343
C 0.87774 -2.23080 0.31279
N 0.70393 -0.78490 0.09816
O -0.39006 2.16781 0.31283
H -3.58989 -1.78340 -0.28313
H -4.50431 0.60594 -0.35068
H -1.32880 -2.27930 0.20100
H -2.63608 2.43271 -0.02741
H 1.33361 3.28158 0.50316
H 3.91081 0.72186 0.24785
H 2.65575 0.68444 1.46019
H 2.45044 1.70024 -1.44952
H 2.34943 -0.72324 -1.34384
H 0.74636 -2.89523 -0.54667
H 1.95724 -2.38346 0.62594
H 0.37111 -2.65683 1.17048
```

As for the HOMO-LUMO gap (spin up / spin down): 7.15 / 7.15 eV. As for the charge: +1. As for the lowest unoccupied orbital energy (spin up / spin down): -0.1856 / -0.1856 hartree. The energy above the lowest of the compared OMol25 structures with the same formula, charge and spin is 4.7029 eV.

Results of the natural (NBO) charge analysis, in e, for atoms 1 through 6: -0.154 -0.219 -0.223 -0.174 0.169 0.171

---

5.
Density functional theory data (the ωB97M-V functional and the def2-TZVPD basis) for 2 unconnected molecules or ions with the total composition C11H12NO2.

Geometry as XYZ:
```
26
Properties=species:S:1:pos:R:3
C 0.65664 -1.11489 -1.84282
C -0.62731 -0.99835 0.21495
C 0.57623 -1.35933 -0.41723
C -0.67883 -1.48208 1.54170
C 1.28074 -2.02778 0.59204
C -1.80206 -0.33181 -0.15228
C -2.86888 -0.09863 0.73028
C -2.94904 -0.72325 2.01740
C -1.69850 -1.31801 2.45205
N 0.62812 -2.05399 1.82261
H -1.71681 0.23807 -1.17068
H -3.79187 0.42220 0.34043
H -3.82277 -0.69300 2.68584
H 0.91670 0.01685 -1.94389
H -0.18443 -1.16302 -2.43937
H 2.19314 -2.57971 0.46867
H 1.04171 -2.05134 2.72709
H -1.71002 -1.70793 3.42448
H 1.09901 -2.01648 -2.29441
C 2.41723 3.08149 -0.81690
C 1.26905 2.88146 -1.85887
O 0.23628 2.44266 -1.35404
O 1.44308 3.16214 -3.04052
H 1.96374 2.91208 0.11856
H 2.82138 4.08962 -0.86290
H 3.30745 2.47303 -0.94218
```

As for the HOMO-LUMO gap: 7.04 eV. As for the charge: -1. As for the lowest unoccupied orbital energy: 0.1149 hartree. The energy above the lowest of the compared OMol25 structures with the same formula, charge and spin is 2.7856 eV.

Results of the natural (NBO) charge analysis, in e, for atoms 1 through 6: -0.687 -0.074 -0.066 0.136 -0.022 -0.191

---

6.
Density functional theory data (the ωB97M-V functional and the def2-TZVPD basis) for 2 unconnected molecules or ions with the total composition C11H12NO2.

Geometry as XYZ:
```
26
Properties=species:S:1:pos:R:3
C -1.21794 1.37618 -0.76056
C 0.95729 0.52814 0.23374
C -0.15316 1.42926 0.22995
C 1.80725 1.02591 1.26492
C 0.03492 2.39547 1.22510
C 1.36427 -0.54967 -0.49259
C 2.60021 -1.20902 -0.14125
C 3.28237 -0.72124 0.99978
C 3.01119 0.41911 1.68709
N 1.22478 2.18112 1.89025
H 0.88421 -0.91920 -1.28868
H 3.00663 -1.85089 -0.89642
H 4.18354 -1.28783 1.24386
H -1.35367 0.42932 -1.36570
H -1.25632 2.17334 -1.46749
H -0.73162 2.84532 1.75539
H 1.67951 2.83296 2.46084
H 3.67312 0.85552 2.52989
H -2.24908 1.45679 -0.25515
C -3.20277 -2.59431 -0.47446
C -2.76455 -1.48203 -1.53328
O -1.56347 -1.50129 -1.78690
O -3.54574 -0.59853 -1.80769
H -2.53975 -3.52034 -0.50460
H -4.23054 -3.01203 -0.65184
H -3.08029 -2.17894 0.53415
```

As for the HOMO-LUMO gap: 7.36 eV. As for the charge: -1. As for the lowest unoccupied orbital energy: 0.1151 hartree. The energy above the lowest of the compared OMol25 structures with the same formula, charge and spin is 2.2941 eV.

Results of the natural (NBO) charge analysis, in e, for atoms 1 through 6: -0.697 -0.057 -0.056 0.151 -0.076 -0.159